C16H36InN5O8 as an isolated structure in a non-equilibrium geometry. Source: the Open Molecules 2025 dataset; level of theory: ωB97M-V with the def2-TZVPD basis set.

Element x y z (Å)
In  0.06  0.95  0.06
O  -1.54  4.70  2.45
C  -1.30  3.54  1.85
O  -0.46  3.51  0.86
O  -1.80  2.47  2.19
H  -2.36  4.46  2.93
C  -0.14  -3.90  0.25
C  0.96  -2.88  0.34
O  0.70  -1.68  0.48
N  2.21  -3.35  0.44
C  3.36  -2.64  0.95
H  -0.83  -3.61  -0.54
H  -0.73  -3.91  1.17
H  0.29  -4.88  0.05
H  2.40  -4.29  0.14
H  3.27  -1.56  1.01
H  4.22  -2.93  0.36
H  3.58  -2.89  2.00
C  3.98  3.53  1.79
C  3.78  2.25  1.00
O  2.67  1.70  0.90
N  4.91  1.71  0.55
C  5.10  0.44  -0.16
H  3.07  4.11  1.61
H  4.83  4.12  1.47
H  4.07  3.28  2.85
H  5.76  2.06  0.97
H  5.39  0.70  -1.17
H  4.17  -0.13  -0.18
H  5.87  -0.14  0.34
C  -3.65  -0.36  2.99
C  -2.21  -0.78  2.80
O  -1.54  -0.34  1.87
N  -1.69  -1.57  3.75
C  -0.36  -2.14  3.62
H  -4.00  0.55  2.51
H  -3.75  -0.25  4.07
H  -4.32  -1.16  2.70
H  -2.31  -1.97  4.43
H  0.24  -1.57  2.92
H  -0.40  -3.21  3.43
H  0.16  -2.03  4.58
C  -1.87  -1.60  -3.57
C  -2.06  -1.72  -2.07
O  -1.32  -1.11  -1.30
N  -3.11  -2.45  -1.68
C  -3.55  -2.60  -0.32
H  -2.30  -0.63  -3.82
H  -2.44  -2.36  -4.10
H  -0.81  -1.67  -3.80
H  -3.71  -2.81  -2.41
H  -3.82  -3.62  -0.07
H  -4.41  -1.98  -0.07
H  -2.77  -2.23  0.35
C  -0.38  1.65  -4.97
C  -0.57  2.21  -3.60
O  -0.62  1.45  -2.61
N  -0.98  3.48  -3.57
C  -1.25  4.26  -2.35
H  0.47  0.96  -5.03
H  -0.17  2.42  -5.71
H  -1.24  1.08  -5.32
H  -0.81  4.05  -4.39
H  -2.02  3.79  -1.74
H  -1.56  5.23  -2.73
H  -0.34  4.33  -1.76

* charge: +2
* spin multiplicity: 1
* HOMO level: -14.77 eV
* strongest force on any atom: 2.5 eV/Å
* lowest unoccupied orbital energy: -0.3809 Ha


C23H35IrN2O as an isolated structure. Source: the Open Molecules 2025 dataset; level of theory: ωB97M-V with the def2-TZVPD basis set.

Element x y z (Å)
Ir  -0.22  0.17  0.33
C  -0.65  0.65  -1.68
C  0.67  1.13  -1.36
C  1.48  -0.06  -1.04
C  0.58  -1.18  -1.09
C  -0.73  -0.78  -1.54
C  -1.90  -1.66  -1.81
C  -3.20  -0.85  -1.81
C  -1.98  -2.80  -0.78
C  -1.64  -2.24  -3.21
C  2.91  -0.24  -0.55
C  3.89  0.44  -1.52
C  3.26  -1.74  -0.53
C  3.08  0.28  0.89
C  0.96  2.62  -1.51
C  1.54  2.81  -2.92
C  1.89  3.21  -0.45
C  -0.37  3.41  -1.43
H  -1.47  1.27  -1.98
H  0.84  -2.18  -0.81
H  -3.34  -0.31  -0.86
H  -4.05  -1.52  -1.93
H  -3.24  -0.13  -2.63
H  -2.12  -2.41  0.23
H  -1.10  -3.43  -0.80
H  -2.84  -3.43  -1.01
H  -1.57  -1.46  -3.97
H  -2.48  -2.89  -3.48
H  -0.73  -2.84  -3.24
H  3.72  0.09  -2.55
H  4.90  0.16  -1.24
H  3.83  1.52  -1.51
H  3.15  -2.20  -1.51
H  2.66  -2.29  0.20
H  4.30  -1.85  -0.23
H  2.93  1.36  0.98
H  4.09  0.06  1.22
H  2.40  -0.23  1.58
H  2.49  2.30  -3.05
H  1.70  3.87  -3.10
H  0.85  2.45  -3.69
H  2.90  2.83  -0.49
H  1.49  3.06  0.56
H  1.95  4.29  -0.61
H  -1.00  3.26  -2.31
H  -0.14  4.47  -1.38
H  -0.95  3.16  -0.54
N  -2.49  -3.30  4.39
C  -2.51  -2.09  4.98
O  -2.88  -1.89  6.11
C  -2.01  -0.90  4.17
C  -2.11  0.35  4.80
C  -1.67  1.49  4.15
C  -1.14  1.37  2.89
N  -1.04  0.17  2.26
C  -1.48  -0.94  2.90
H  -2.82  -4.08  4.93
H  -2.20  -3.48  3.45
H  -2.53  0.38  5.80
H  -1.73  2.46  4.62
H  -0.78  2.23  2.34
H  -1.36  -1.87  2.36

* charge: +2
* ΔE to the lowest compared entry with this formula, charge and spin: 0.0 kcal per mole
* spin multiplicity: 1
* HOMO level: -15.61 eV
* strongest force on any atom: 0.7 eV/Å
* lowest unoccupied orbital energy: -0.3065 Ha


C6H9Br2ClO as an isolated structure in a non-equilibrium geometry. Source: the Open Molecules 2025 dataset; level of theory: ωB97M-V with the def2-TZVPD basis set.

Element x y z (Å)
C  -0.79  -0.38  0.40
C  0.05  0.62  0.08
C  1.06  0.34  -0.94
C  -0.19  1.99  0.76
C  -1.88  -0.40  1.29
C  -0.95  -0.75  3.21
O  -2.80  -1.35  1.21
Cl  -2.18  -1.78  3.92
Br  0.63  -1.78  2.92
Br  -0.59  0.85  4.15
H  -0.42  -1.28  -0.22
H  1.81  -0.25  -0.39
H  0.80  -0.22  -1.78
H  1.58  1.24  -1.33
H  -1.23  2.14  1.08
H  0.32  2.16  1.77
H  0.22  2.77  0.16
H  -2.31  0.61  1.69
H  -2.24  -2.16  1.23

* spin multiplicity: 1
* HOMO level (alpha / beta): -8.19 / -8.19 eV
* strongest force on any atom: 4.8 eV/Å
* lowest unoccupied orbital energy (alpha / beta): 0.0093 / 0.0093 Ha


A 2-piece molecular cluster, C7H11N overall in a non-equilibrium geometry. Source: the Open Molecules 2025 dataset; level of theory: ωB97M-V with the def2-TZVPD basis set.

Element x y z (Å)
C  -0.11  -1.04  1.21
C  -1.19  -1.96  -0.89
C  -1.20  1.96  -0.07
C  -0.52  -0.82  -0.20
C  -0.22  0.31  -0.91
C  1.08  1.05  -0.81
C  2.03  1.04  0.13
N  -1.05  2.56  0.93
H  -0.39  2.89  1.62
H  -0.61  0.36  -1.92
H  1.21  1.73  -1.65
H  -0.02  -0.11  1.77
H  0.89  -1.50  1.25
H  -0.81  -1.71  1.71
H  -2.06  -2.29  -0.31
H  -0.50  -2.82  -0.95
H  -1.51  -1.70  -1.90
H  2.92  1.64  0.01
H  2.06  0.41  0.99

* ΔE to the lowest compared entry with this formula, charge and spin: 96.6 kcal per mole
* spin multiplicity: 1
* HOMO level: -7.49 eV
* strongest force on any atom: 3.3 eV/Å
* lowest unoccupied orbital energy: 0.0187 Ha


C18H22F24NbO3 as an isolated structure in a non-equilibrium geometry. Source: the Open Molecules 2025 dataset; level of theory: ωB97M-V with the def2-TZVPD basis set.

Element x y z (Å)
C  -2.05  0.09  10.33
C  -2.66  -0.68  9.31
C  -2.74  -2.24  9.58
Nb  -0.85  -3.11  8.53
H  -1.24  0.83  10.12
H  -2.47  -0.08  11.36
H  -3.02  -0.22  8.36
H  -2.69  -2.42  10.70
H  -3.69  -2.69  9.18
H  -0.42  -3.83  10.17
H  0.03  -1.55  8.97
H  -1.38  -2.22  7.00
H  -1.85  -4.54  8.04
H  0.61  -3.82  7.72
C  -1.44  -0.19  5.03
C  -1.46  1.29  5.50
C  -2.80  2.03  5.43
F  -3.31  2.09  4.19
F  -2.65  3.31  5.85
F  -0.49  1.97  4.84
F  -1.08  1.28  6.81
O  -0.99  -0.46  3.69
C  -1.89  -0.35  2.62
C  -1.53  0.79  1.66
F  -1.44  1.98  2.28
F  -2.48  0.92  0.70
F  -3.15  -0.27  3.09
F  -1.82  -1.52  1.94
H  -0.69  -0.69  5.65
H  -2.37  -0.71  5.26
H  -3.54  1.55  6.08
H  -0.57  0.60  1.17
C  2.06  1.18  -1.51
C  0.69  0.45  -1.58
C  0.44  -0.44  -2.80
F  0.50  0.22  -3.96
F  -0.79  -0.99  -2.73
F  -0.29  1.37  -1.44
F  0.63  -0.35  -0.48
O  2.13  2.55  -1.95
C  2.30  2.83  -3.32
C  1.08  3.53  -3.93
F  -0.05  2.82  -3.77
F  1.25  3.68  -5.27
F  2.65  1.71  -3.97
F  3.36  3.66  -3.40
H  2.30  1.24  -0.45
H  2.86  0.58  -1.94
H  1.17  -1.26  -2.83
H  0.93  4.51  -3.48
C  0.98  -0.02  -7.67
C  1.55  -1.24  -6.90
C  3.07  -1.29  -6.72
F  3.76  -1.32  -7.87
F  3.42  -2.42  -6.05
F  1.09  -2.37  -7.48
F  1.00  -1.20  -5.66
O  0.68  -0.17  -9.08
C  1.70  -0.02  -10.03
C  2.02  -1.32  -10.77
F  2.35  -2.32  -9.94
F  3.07  -1.14  -11.61
F  2.78  0.54  -9.45
F  1.25  0.89  -10.92
H  0.01  0.17  -7.23
H  1.56  0.89  -7.49
H  3.42  -0.44  -6.13
H  1.16  -1.65  -11.36

* charge: -1
* spin multiplicity: 1
* HOMO level: -4.07 eV
* strongest force on any atom: 2.7 eV/Å
* lowest unoccupied orbital energy: 0.0545 Ha


The molecule C24H29N3O4. Source: the Open Molecules 2025 dataset; level of theory: ωB97M-V with the def2-TZVPD basis set.

Element x y z (Å)
C  7.14  -2.72  0.50
H  6.97  -2.83  -0.57
O  5.93  -2.64  1.22
C  5.09  -1.60  0.95
C  5.31  -0.61  0.01
C  4.38  0.40  -0.17
C  3.19  0.43  0.55
C  2.99  -0.56  1.52
C  3.92  -1.56  1.72
H  3.77  -2.32  2.47
H  2.12  -0.52  2.16
C  2.23  1.49  0.31
C  0.89  1.40  0.36
N  0.28  0.14  0.50
C  -0.86  -0.29  1.11
O  -1.65  0.42  1.71
C  -1.10  -1.76  0.98
C  -0.08  -2.71  0.92
C  -0.39  -4.05  0.84
C  -1.71  -4.48  0.80
C  -2.72  -3.53  0.87
C  -2.42  -2.19  0.97
H  -3.20  -1.45  1.03
H  -3.76  -3.85  0.85
C  -2.04  -5.94  0.69
H  -2.29  -6.18  -0.35
H  -2.91  -6.19  1.30
H  -1.21  -6.56  0.99
H  0.41  -4.78  0.80
H  0.96  -2.42  0.98
H  0.87  -0.60  0.14
C  0.11  2.65  0.03
O  0.56  3.44  -0.78
N  -1.03  2.84  0.72
C  -1.98  3.84  0.32
H  -1.48  4.51  -0.38
H  -2.29  4.42  1.20
C  -3.21  3.18  -0.32
N  -2.80  2.17  -1.28
C  -2.28  2.69  -2.54
H  -1.59  3.50  -2.35
C  -3.40  3.15  -3.48
H  -3.00  3.41  -4.46
O  -4.33  2.11  -3.72
C  -4.88  1.63  -2.50
H  -5.55  0.81  -2.78
C  -3.78  1.15  -1.55
H  -4.22  0.80  -0.61
H  -3.26  0.31  -2.02
H  -5.47  2.43  -2.02
H  -3.92  4.02  -3.06
H  -1.73  1.87  -3.02
H  -3.76  2.66  0.47
H  -3.86  3.97  -0.73
H  -1.39  2.06  1.28
H  2.63  2.45  0.02
H  4.56  1.16  -0.91
H  6.21  -0.60  -0.59
H  7.65  -3.61  0.88
H  7.77  -1.84  0.68

* ΔE to the lowest compared entry with this formula, charge and spin: 55.9 kcal per mole
* spin multiplicity: 1
* HOMO level: -7.98 eV
* strongest force on any atom: 0.8 eV/Å
* lowest unoccupied orbital energy: 0.0142 Ha


A 2-piece molecular cluster, C4H14N2O overall in a non-equilibrium geometry. Source: the Open Molecules 2025 dataset; level of theory: ωB97M-V with the def2-TZVPD basis set.

Element x y z (Å)
C  -1.60  1.07  -1.27
C  -0.77  1.35  0.02
C  -0.02  0.12  0.52
C  1.31  0.47  1.22
N  2.47  -0.04  0.50
N  -2.44  -0.10  -1.21
H  -2.25  1.91  -1.50
H  -0.88  1.01  -2.08
H  -0.08  2.16  -0.21
H  -1.51  1.69  0.74
H  0.19  -0.53  -0.32
H  -0.62  -0.48  1.19
H  1.34  1.55  1.33
H  1.34  0.05  2.23
H  3.29  0.29  0.95
H  2.50  0.21  -0.48
H  -2.00  -1.00  -1.22
H  -3.33  -0.01  -0.76
H  0.39  -2.99  -0.32
H  1.78  -3.44  0.20
O  0.87  -3.29  0.46

* ΔE to the lowest compared entry with this formula, charge and spin: 31.8 kcal per mole
* spin multiplicity: 1
* HOMO level: -8.69 eV
* strongest force on any atom: 1.3 eV/Å
* lowest unoccupied orbital energy: 0.0334 Ha


A 10-piece molecular cluster, C5H27NO9 overall in a non-equilibrium geometry. Source: the Open Molecules 2025 dataset; level of theory: ωB97M-V with the def2-TZVPD basis set.

Element x y z (Å)
C  0.99  0.83  1.71
C  0.20  -0.03  1.07
N  -1.07  0.39  0.67
C  2.30  0.46  2.26
C  2.67  -1.01  1.95
C  3.53  -1.25  0.95
H  0.77  2.01  1.78
H  0.45  -1.12  0.95
H  -1.45  1.25  1.02
H  -1.81  -0.23  0.43
H  2.50  0.55  3.42
H  3.12  1.13  1.91
H  2.45  -1.80  2.62
H  3.72  -2.23  0.70
H  4.01  -0.60  0.30
H  -3.02  -1.92  -2.99
H  -2.86  -0.94  -1.88
O  -3.24  -1.80  -2.10
H  0.15  -0.17  3.95
H  -0.34  -1.71  3.64
O  -0.31  -0.96  4.21
H  -0.48  1.22  -2.98
H  0.47  2.13  -3.48
O  -0.17  1.54  -3.83
H  -1.87  4.24  0.07
H  -1.81  2.76  -0.02
O  -1.33  3.45  0.31
H  1.76  0.45  -2.29
H  0.76  0.34  -1.13
O  0.97  0.04  -1.94
H  1.43  1.95  -1.31
H  0.01  2.76  -1.18
O  0.79  2.68  -1.76
H  -0.89  -2.84  -0.22
H  -2.27  -3.14  0.07
O  -1.44  -2.80  0.46
H  -3.57  0.41  1.18
H  -3.97  -0.30  0.01
O  -4.18  0.50  0.46
H  1.85  -1.54  -2.55
H  2.15  -2.82  -1.64
O  2.44  -2.22  -2.38

* ΔE to the lowest compared entry with this formula, charge and spin: 135.7 kcal per mole
* spin multiplicity: 1
* HOMO level: -8.79 eV
* strongest force on any atom: 6.1 eV/Å
* lowest unoccupied orbital energy: -0.0031 Ha


> What is the spin multiplicity in the eighth record?

1


> Which value of strongest force on any atom does entry 1 give?

2.5 eV/Å


> The lowest strongest force on any atom belongs to which entry?

C23H35IrN2O